i | The following is a quantum chemistry calculation of a cluster of 3 separate species, C3H10O3S in total, from OMol25.

Each line ends with the natural charge from an NBO analysis.
CARTESIAN COORDINATES (ANGSTROEM)
O (-0.652, -1.831, 2.033)  -0.533
C (0.453, -1.301, 1.808)  0.391
C (0.405, 0.241, 1.850)  -0.529
C (1.437, 0.924, 0.976)  -0.499
S (1.452, 0.399, -0.821)  -0.039
H (1.219, -1.999, 1.460)  0.160
H (0.289, 0.424, 2.914)  0.254
H (-0.622, 0.448, 1.508)  0.242
H (1.328, 1.986, 1.048)  0.225
H (2.467, 0.729, 1.375)  0.212
H (0.588, -0.564, -0.638)  0.116
O (0.041, -3.999, -1.698)  -0.944
H (0.060, -3.484, -2.445)  0.472
H (0.112, -4.889, -1.800)  0.473
O (-2.489, 4.423, -2.634)  -0.933
H (-3.329, 4.878, -2.773)  0.466
H (-2.760, 3.615, -2.163)  0.467

LUMO ... 0.64 eV
E_HOMO ... -9.336 eV
Gap between HOMO and LUMO ... 0.3666 Eh
SMILES ... O=CCCS.O.O



ii | The following is a quantum chemistry calculation of a cluster of 3 separate species, C3H10O3S in total, from OMol25.

Each line ends with the natural charge from an NBO analysis.
CARTESIAN COORDINATES (ANGSTROEM)
O (2.462, 0.164, 0.954)  -0.551
C (1.720, 1.104, 0.839)  0.458
C (0.266, 0.934, 0.511)  -0.526
C (0.022, -0.156, -0.545)  -0.525
S (-1.707, -0.486, -0.878)  -0.022
H (2.144, 2.112, 0.974)  0.123
H (-0.304, 0.705, 1.424)  0.240
H (-0.187, 1.868, 0.148)  0.225
H (0.549, -1.066, -0.267)  0.226
H (0.471, 0.173, -1.480)  0.227
H (-2.162, -0.465, 0.376)  0.127
O (4.308, -0.805, -1.162)  -0.950
H (3.587, -0.796, -0.519)  0.483
H (5.081, -1.013, -0.626)  0.465
O (-5.083, -0.683, 0.276)  -0.942
H (-5.981, -0.447, 0.538)  0.472
H (-5.184, -1.143, -0.563)  0.472

LUMO ... 0.57 eV
E_HOMO ... -9.104 eV
Gap between HOMO and LUMO ... 0.3557 Eh
SMILES ... O=CCCS.O.O



Relative energy of each structure, in kJ/mol: i 102.5; ii 0.0.



i | The following is a quantum chemistry calculation of a cluster of 6 separate species, H12O6 in total, from OMol25.

Each line ends with the natural charge from an NBO analysis.
CARTESIAN COORDINATES (ANGSTROEM)
O (2.851, -2.835, -6.087)  -0.989
H (3.409, -3.502, -6.486)  0.467
H (3.033, -2.899, -5.149)  0.469
O (2.005, -0.354, -6.478)  -1.002
H (2.775, 0.171, -6.696)  0.487
H (2.307, -1.260, -6.540)  0.492
O (0.411, -0.812, -4.334)  -0.994
H (0.605, -0.103, -3.721)  0.451
H (0.987, -0.649, -5.081)  0.498
O (4.785, 0.446, -6.311)  -1.387
H (5.579, 0.945, -6.122)  0.318
H (4.271, 0.499, -5.506)  0.418
O (3.287, 2.867, -7.171)  -1.078
H (3.914, 2.196, -7.440)  0.460
H (3.755, 3.694, -7.288)  0.442
O (2.197, 1.914, -9.313)  -0.988
H (2.254, 2.298, -8.438)  0.491
H (3.001, 1.402, -9.402)  0.445

Net charge ... -1
LUMO (spin up / spin down) ... 3.24 / 3.23 eV
E_HOMO (spin up / spin down) ... 0.369 / -7.380 eV
Gap between HOMO and LUMO (spin up / spin down) ... 0.1056 / 0.3900 Eh
Expectation value of S² ... 0.750
Spin multiplicity ... 2



ii | The following is a quantum chemistry calculation of a cluster of 6 separate species, H12O6 in total, from OMol25.

Each line ends with the natural charge from an NBO analysis.
CARTESIAN COORDINATES (ANGSTROEM)
O (-0.565, 1.635, -3.283)  -0.981
H (-0.142, 2.482, -3.139)  0.455
H (-0.682, 1.273, -2.405)  0.490
O (-2.785, -0.911, -0.638)  -0.988
H (-2.003, -0.413, -0.874)  0.493
H (-2.652, -1.148, 0.279)  0.465
O (-0.435, 0.552, -0.362)  -1.086
H (0.420, 0.159, -0.535)  0.493
H (-0.324, 1.012, 0.470)  0.472
O (2.292, 0.591, 1.635)  -1.291
H (2.058, 1.517, 1.688)  0.343
H (3.061, 0.569, 1.066)  0.391
O (1.698, -1.837, -1.358)  -1.003
H (0.886, -2.309, -1.547)  0.456
H (2.345, -2.526, -1.203)  0.445
O (-0.990, -0.141, 3.024)  -1.040
H (-1.765, 0.088, 3.537)  0.433
H (-0.417, -0.593, 3.643)  0.451

Net charge ... -1
LUMO (spin up / spin down) ... 3.44 / 3.52 eV
E_HOMO (spin up / spin down) ... 0.688 / -7.412 eV
Gap between HOMO and LUMO (spin up / spin down) ... 0.1011 / 0.4017 Eh
Expectation value of S² ... 0.750
Spin multiplicity ... 2



Relative energy of each structure, in kJ/mol: i 0.0; ii 13.8.